[1]
DFT (wB97M-V/def2-TZVPD) results for an isolated molecule of C5H5ClO2 at a distorted geometry.

```
13
Properties=species:S:1:pos:R:3:forces:R:3
H 3.103 -0.629 1.934 -0.32 1.66 -1.77
O 3.110 1.121 -0.418 -5.62 -4.68 1.79
H -0.354 0.820 0.886 -0.58 -1.03 -4.22
C 2.057 0.363 -0.081 4.14 5.59 -2.41
H -2.065 0.347 -2.209 0.96 0.87 3.34
C 2.147 -0.249 1.393 -0.42 -2.74 0.69
C -0.432 0.600 -0.396 -0.99 0.39 2.13
H -2.549 1.453 -0.585 1.57 -1.84 -1.27
C 0.733 0.457 -1.049 1.97 -0.96 -0.45
Cl -2.893 -0.976 -0.211 1.46 1.81 -0.90
H 0.932 0.388 -2.294 -0.65 0.09 3.95
C -1.879 0.576 -1.015 -1.49 -0.33 0.06
O 1.185 -0.654 2.011 -0.03 1.17 -0.95
```
Positions in Å, forces in eV/Å.

Total charge: 0
Structure (SMILES): O=CC(=O)/C=C/CCl
Energy relative to the best compared isomer or geometry (same formula, charge and spin), kcal/mol: 107.3
Orbital gap, eV: 8.75
E_tot, eV: -21878.3961

[2]
DFT (wB97M-V/def2-TZVPD) results for an isolated molecule of C3H5FO2 at a distorted geometry.

```
11
Properties=species:S:1:pos:R:3:forces:R:3
F -1.096 1.622 -0.426 -0.37 -0.23 -0.57
H 1.652 0.817 0.520 -0.26 0.06 -0.94
H -0.641 0.977 1.298 0.66 -1.09 -0.17
O 1.118 -0.912 -0.463 2.06 -2.35 0.25
H -0.808 -1.614 0.630 -0.29 0.11 -0.15
C -0.504 0.573 0.267 -0.21 1.24 -0.37
O -2.339 -0.850 -0.480 0.97 0.04 0.34
H 1.063 0.919 -1.248 -0.11 0.51 0.46
C 0.963 0.434 -0.271 -1.30 1.16 1.54
H 1.876 -1.199 0.075 -0.49 -0.21 -0.58
C -1.282 -0.767 0.096 -0.66 0.76 0.19
```
Positions in Å, forces in eV/Å.

Total charge: 0
Structure (SMILES): O=C[C@H](F)CO
Energy relative to the best compared isomer or geometry (same formula, charge and spin), kcal/mol: 33.8
Orbital gap, eV: 10.31
E_tot, eV: -10002.9968

[3]
DFT (wB97M-V/def2-TZVPD) results for a structure of composition C30H37O8RhS at a distorted geometry.

```
77
Properties=species:S:1:pos:R:3:forces:R:3
C 1.851 -0.024 -0.037 -0.70 -0.60 -0.24
S -4.218 -1.037 0.469 0.31 1.99 1.05
O 7.260 -0.095 -1.789 0.17 -0.36 0.36
C 5.193 1.829 -1.245 -0.72 -0.12 2.05
C -8.195 -0.542 0.446 0.46 0.41 0.51
C 0.526 -2.138 1.745 -0.64 0.35 1.74
O 5.930 -0.592 -3.496 0.95 0.21 1.34
C -8.361 -0.244 1.825 0.36 0.27 -0.40
C -2.135 1.293 2.275 -0.95 2.36 1.09
H 0.976 -2.134 -4.496 -0.05 -0.19 -0.11
H -5.146 0.504 2.662 -0.08 -0.42 -0.03
C 0.089 -1.401 2.906 -0.04 -2.17 -0.72
H 6.770 4.186 -2.714 -0.02 0.13 0.08
H -2.700 -3.053 1.942 0.30 0.44 -0.25
H 2.686 -1.959 -0.585 -0.09 0.42 0.09
H -1.993 -1.241 3.815 0.17 -0.05 -0.19
O 0.583 -0.481 -0.289 0.81 0.65 -0.65
H -10.414 -0.608 1.666 -0.37 -0.05 0.24
H 0.741 -0.878 3.607 -0.28 0.00 -0.35
C -0.857 1.254 2.923 -0.29 1.78 1.73
C -0.537 1.978 0.752 0.37 2.92 -0.09
H 6.713 -0.019 0.287 0.34 0.20 -0.46
O -4.581 -2.213 -0.290 0.61 -0.63 -0.30
C 4.793 0.421 -1.653 0.84 0.41 -0.11
C 1.417 -0.736 -2.968 0.42 0.07 0.08
H 1.367 -2.861 -2.919 -0.18 0.07 -0.10
C 2.769 -0.724 -2.401 0.80 0.07 0.85
C -1.343 -1.620 3.032 0.93 -0.64 -0.51
H 1.162 1.199 -3.828 -0.04 0.10 -0.05
O 5.894 2.458 -2.208 -0.29 0.38 0.37
C 7.541 0.228 -0.401 -0.34 -0.01 -0.38
C 2.869 -0.899 -0.827 -0.37 0.47 -0.11
C -1.746 -2.543 1.999 1.93 -0.82 -0.10
C 3.605 0.550 -2.653 0.15 -0.15 0.25
H 7.813 1.294 -0.331 -0.25 -0.33 0.03
C -6.000 0.142 2.103 -0.90 0.01 -0.23
C -5.828 -0.371 0.817 -0.36 0.66 -0.58
C -6.890 -0.573 -0.067 -0.08 0.34 0.82
C -1.933 1.829 0.957 -1.22 1.81 -0.36
Rh -0.912 0.040 1.259 1.45 -8.68 -1.99
H -7.367 0.511 3.686 -0.48 -0.30 -0.66
C 6.038 -0.149 -2.366 -1.21 -0.27 -1.40
H 0.484 1.015 -2.187 0.03 -0.14 -0.13
H -0.213 -2.062 -3.183 0.15 -0.16 0.00
H 4.941 -1.373 -0.405 0.01 0.21 0.05
C 0.138 1.620 1.970 1.38 2.38 0.83
H 3.027 1.454 -2.390 0.13 -0.39 -0.11
H 2.132 -0.077 1.060 0.01 -0.11 -0.59
H -9.050 -0.749 -0.233 0.50 0.16 0.79
H -3.059 1.029 2.781 0.14 0.13 -0.42
H -0.077 2.284 -0.195 -0.15 -0.18 0.52
C -7.281 0.165 2.639 0.27 0.14 -0.74
H -2.707 2.099 0.235 0.40 -0.34 0.36
O -3.394 -0.022 -0.222 -1.33 -1.70 0.01
C -0.608 -2.804 1.180 -1.06 0.19 1.37
O -3.854 -1.216 1.885 -0.25 -0.30 -1.37
H -0.726 0.998 3.984 0.17 -0.05 -0.75
H 6.752 3.880 -0.936 -0.11 -0.03 -0.25
H 3.325 -1.578 -2.830 0.04 0.22 0.06
O 4.922 2.339 -0.166 0.50 -0.28 -1.56
C -9.707 -0.324 2.444 -0.23 -0.06 0.03
H -0.327 0.265 -3.564 0.07 0.19 0.06
H 4.354 0.084 0.454 -0.10 -0.17 -0.02
C 0.861 -2.018 -3.406 -0.41 -0.44 0.00
H 1.990 1.073 -0.285 0.18 -0.43 -0.05
C 4.296 -0.485 -0.479 0.54 0.05 -0.49
H 1.214 1.633 2.148 -0.38 0.05 -0.08
H -0.610 -3.351 0.253 0.01 -0.14 -0.06
H 5.256 4.394 -1.751 0.27 -0.17 -0.07
C 6.185 3.820 -1.874 0.03 0.10 -0.04
H 3.997 0.637 -3.674 -0.30 0.02 0.27
H -6.653 -0.719 -1.119 -0.18 -0.45 0.26
H 1.558 -2.272 1.426 -0.34 0.39 -0.07
C 0.659 0.500 -3.145 -0.66 0.57 -0.09
H -9.676 -1.076 3.236 -0.34 -0.05 0.01
H -10.000 0.628 2.891 -0.13 -0.03 -0.01
H 8.422 -0.374 -0.151 -0.26 0.13 -0.02
```
Positions in Å, forces in eV/Å.

Multiplicity: 5
<S²>: 6.0208
Total charge: -2
Orbital gap (alpha / beta), eV: 2.71 / 4.26
E_tot, eV: -61926.0999

[4]
DFT (wB97M-V/def2-TZVPD) results for a structure of composition C22H36BrMnN3O6PS at a distorted geometry.

```
71
Properties=species:S:1:pos:R:3:forces:R:3
H -0.893 -0.190 -3.973 -0.05 -0.45 0.36
H 3.476 -1.008 -0.399 -0.25 0.05 -0.33
C -1.227 -4.375 3.828 -0.55 -0.02 0.72
H 4.733 0.895 -1.497 0.15 0.08 -0.26
H 1.490 4.580 2.375 0.38 0.10 -0.14
C -0.236 -3.527 3.376 0.69 0.03 -0.61
H -0.487 -0.622 -2.213 0.14 0.33 -0.06
P -3.135 -2.006 -1.634 0.20 0.20 0.10
H 2.964 5.563 2.332 -0.10 -0.21 -0.24
H 3.060 -0.785 -4.209 0.12 -0.19 0.27
H -5.974 -2.200 -0.016 0.03 0.29 -0.57
H 4.395 5.592 0.355 0.17 0.04 0.04
C -0.594 -2.283 2.891 -0.54 0.65 0.46
C 1.909 3.228 -0.067 0.46 -0.16 -0.23
Br -1.615 1.133 0.591 -0.12 0.51 0.23
C -2.907 -2.693 3.433 0.73 0.20 -0.24
H 3.737 -1.883 -1.886 -0.04 0.09 -0.21
O -3.963 -3.080 -2.242 -0.11 -0.52 0.46
C -2.522 -1.134 -3.159 -1.17 0.88 0.85
O -3.404 -6.321 4.893 0.42 0.37 -0.66
N 0.411 -1.347 2.385 0.31 0.48 0.34
H 2.174 6.631 0.071 -0.27 -0.38 -0.11
H 1.926 0.524 -4.213 0.09 -0.28 0.55
H -6.445 -1.167 -1.254 -0.41 -0.32 -0.08
C 0.641 2.891 0.359 -0.14 0.69 1.22
H 1.482 -1.047 -3.470 -0.03 -0.03 -0.12
O -4.909 -4.812 3.649 -0.26 -0.15 -0.35
H 3.535 2.619 -1.279 0.46 0.19 -0.27
H 4.530 3.802 0.410 0.25 0.36 -0.16
C -4.454 -0.961 -0.782 0.86 -0.67 0.23
C 3.980 4.657 -0.008 0.00 -0.61 0.00
C 1.714 5.650 -0.153 0.88 0.69 -0.87
H -3.906 -2.322 3.491 -0.63 -0.15 0.23
S -3.893 -4.978 4.671 -0.15 0.11 0.29
C 2.523 4.619 1.982 -0.62 -0.20 0.45
H 4.051 4.632 -1.096 0.13 0.11 0.01
H 4.862 -0.169 -2.918 -0.15 0.34 0.24
C -2.559 -3.965 3.882 -0.04 -0.41 0.42
C 2.539 4.528 0.449 0.01 -0.16 -0.09
N -1.101 -0.926 -3.280 1.21 0.29 -0.25
C 3.035 -1.212 -1.391 -0.26 -0.14 0.69
O -4.164 -4.264 5.900 0.19 0.42 -0.12
H -2.174 -0.789 2.693 0.07 -0.37 0.10
C 0.752 0.800 -0.856 1.04 -0.41 -1.37
C 2.548 2.363 -0.975 -0.32 -0.57 0.41
C 2.042 1.117 -1.396 -1.53 0.31 0.99
C -1.933 -1.831 2.944 0.64 -0.31 -0.13
C 2.838 0.090 -2.203 1.27 -0.04 -0.58
O -2.043 -2.202 -0.582 -0.91 -0.38 -1.29
N -5.701 -1.766 -0.917 -0.10 -0.01 1.08
H -4.203 -0.816 0.276 -0.13 0.07 -0.37
H -4.589 -0.034 -1.296 -0.09 0.68 -0.06
H 2.095 -1.781 -1.245 0.46 0.41 -0.10
H 0.077 3.482 1.079 0.26 0.11 -0.27
C 0.128 1.695 -0.006 -0.70 -1.23 -0.81
C 4.274 0.644 -2.458 -0.15 -1.23 0.47
H -0.976 -5.317 4.294 0.01 -0.24 -0.18
H 3.065 3.800 2.471 0.02 0.11 -0.26
C 2.288 -0.325 -3.594 -0.64 0.86 -0.04
H 0.396 -0.467 2.936 0.04 -0.69 -0.54
H -2.914 -1.720 -3.977 -0.10 -0.18 -0.18
O 0.134 -0.385 -1.169 0.01 -0.30 0.39
H -5.430 -2.542 -1.573 -0.08 -0.23 -0.31
Mn -0.635 -1.424 0.497 0.45 0.31 0.28
H -3.025 -0.153 -3.188 0.15 -0.28 -0.03
H 1.677 5.517 -1.254 -0.02 0.25 0.53
H 0.716 5.642 0.221 -0.87 0.08 0.29
H 0.830 -3.811 3.383 -0.61 0.03 0.05
H 4.316 1.472 -3.140 -0.15 0.59 -0.21
H -0.680 -1.782 -3.634 0.22 0.08 0.02
H 1.348 -1.744 2.490 -0.28 0.15 -0.08
```
Positions in Å, forces in eV/Å.

Multiplicity: 6
<S²>: 8.7554
Total charge: +1
Orbital gap (alpha / beta), eV: 6.40 / 6.15
E_tot, eV: -161636.1929